Version w
A 2-piece molecular cluster, C5H14N2 overall. Source: the Open Molecules 2025 dataset; level of theory: ωB97M-V with the def2-TZVPD basis set.

SMILES: C=NCC.CCN
Multiplicity: 1
HOMO-LUMO gap: 10.144 eV
Net charge: 0
Molar mass: 102.2 g/mol

Positions of all 21 atoms, in Å:
C: -0.83357 -0.55582 -2.29418
N: -0.42838 -0.98577 -1.17609
C: 0.63775 -2.00870 -1.28022
C: 1.13123 -2.41371 0.09168
H: -0.39184 -0.86138 -3.24559
H: -1.65595 0.15406 -2.32243
H: 0.23588 -2.87320 -1.81470
H: 1.46160 -1.64220 -1.90112
H: 1.98672 -3.08314 0.03281
H: 1.46252 -1.53879 0.65438
H: 0.33283 -2.87528 0.67218
C: 0.41002 1.21652 1.60425
C: -0.66483 2.28757 1.65528
N: -1.07696 2.66391 0.29378
H: 1.19851 1.52853 0.91456
H: 0.84607 1.02664 2.58588
H: 0.03413 0.25780 1.25219
H: -1.51695 1.89670 2.21784
H: -0.26799 3.16070 2.17244
H: -0.81608 1.90326 -0.31557
H: -2.08471 2.74231 0.20265

Version x
One molecule with the formula C5H14N2. Source: the Open Molecules 2025 dataset; level of theory: ωB97M-V with the def2-TZVPD basis set.

SMILES: CC[C@@H](C)NCN
Multiplicity: 1
HOMO-LUMO gap: 9.729 eV
Net charge: 0
Molar mass: 102.2 g/mol

Positions of all 21 atoms, in Å:
C: 2.13918 -1.34558 0.42326
C: 1.27295 -0.05769 0.56639
C: -0.19152 -0.35734 0.43919
C: -0.89498 -1.12645 1.51657
N: -0.98859 0.90158 0.16921
C: -1.49728 1.31037 -1.09343
N: -0.56839 1.46647 -2.18058
H: 1.85010 -2.03511 1.19806
H: 3.20083 -0.99718 0.69235
H: 2.03091 -1.76809 -0.57506
H: 1.68600 0.62831 -0.30058
H: 1.50022 0.42039 1.51740
H: -0.26593 -0.88574 -0.55545
H: -0.95529 -0.58547 2.52597
H: -0.56032 -2.13363 1.59457
H: -1.95570 -1.23578 1.23595
H: -0.40686 1.64362 0.59328
H: -2.12985 2.18101 -1.09690
H: -2.17515 0.49129 -1.28898
H: -0.89038 1.08130 -3.05746
H: -0.19993 2.40372 -2.32377

Stability check: which of them is most stable? version x.